No. 1
This record from OMol25 describes a single C3H9NOS2 molecule at a distorted geometry. The level of theory is ωB97M-V/def2-TZVPD.

Geometry (Å):
N  1.476  0.441  2.113
C  0.579  -0.174  1.147
C  -0.750  -0.441  1.808
O  -0.615  -1.421  2.839
C  0.399  0.893  0.058
S  -0.806  0.652  -1.273
S  0.139  -0.445  -2.668
H  1.567  1.439  2.157
H  2.218  -0.058  2.563
H  1.112  -1.021  0.734
H  -1.167  0.470  2.246
H  -1.473  -0.888  1.142
H  0.116  -1.174  3.419
H  1.374  1.140  -0.371
H  0.071  1.847  0.490
H  0.765  0.506  -3.349

The value obtained for the energy above the lowest of the compared OMol25 structures with the same formula, charge and spin is 76.36 kJ/mol. The calculation puts the total energy at -1046.056521 Ha. The value obtained for the HOMO energy is -9.06 eV. Its HOMO-LUMO gap is 9.6647 eV. The SMILES is N[C@@H](CO)CSS.



No. 2
This record from OMol25 describes a single C3H9NOS2 molecule. The level of theory is ωB97M-V/def2-TZVPD.

Geometry (Å):
N  -0.764  1.550  0.879
C  -0.008  0.476  0.266
C  0.503  -0.512  1.319
O  0.742  0.078  2.590
C  -0.820  -0.282  -0.797
S  0.079  -1.686  -1.562
S  1.387  -0.934  -2.925
H  -1.607  1.255  1.359
H  -1.008  2.208  0.153
H  0.804  0.924  -0.306
H  -0.243  -1.291  1.475
H  1.409  -1.001  0.965
H  1.691  0.206  2.685
H  -1.026  0.361  -1.660
H  -1.781  -0.647  -0.419
H  0.642  -0.706  -4.025

The value obtained for the energy above the lowest of the compared OMol25 structures with the same formula, charge and spin is 80.92 kJ/mol. The calculation puts the total energy at -1046.054784 Ha. The value obtained for the HOMO energy is -8.82 eV. Its HOMO-LUMO gap is 9.3108 eV. The SMILES is N[C@@H](CO)CSS.



No. 3
This record from OMol25 describes 2 unconnected molecules or ions with the total composition C3H9NOSi2 at a distorted geometry. The level of theory is ωB97M-V/def2-TZVPD.

Geometry (Å):
O  1.020  -2.201  0.673
C  1.319  -1.088  0.774
C  1.941  0.035  0.820
Si  3.030  0.658  -0.581
H  1.548  0.684  1.531
H  2.607  0.032  -1.903
H  4.664  0.391  -0.639
H  2.994  2.218  -0.452
C  -1.454  -2.217  -0.764
N  -1.895  -1.320  -0.074
Si  -1.984  0.284  0.393
H  -0.538  -2.145  -1.384
H  -1.887  -3.148  -0.601
H  -1.928  0.025  1.888
H  -3.412  0.573  -0.261
H  -0.847  1.151  0.076

The value obtained for the energy above the lowest of the compared OMol25 structures with the same formula, charge and spin is 192.57 kJ/mol. The calculation puts the total energy at -828.560500 Ha. The value obtained for the HOMO energy is -8.92 eV. Its HOMO-LUMO gap is 9.3989 eV. The SMILES is O=C=C[SiH3].C=N[SiH3].



Q: HOMO energy of number 2 (C3H9NOS2)?
A: -8.82 eV



Q: What is the HOMO energy in the second record?
A: -8.82 eV